Density functional theory data (ωB97M-V with the def2-TZVPD basis set) for a structure of composition C39H38CaIN7O2SSi in a non-equilibrium geometry.

Geometry as ORCA input:
```
! RIJCOSX wB97M-V def2-TZVPD def2/J DEFGRID3
* xyz 0 1
Ca 0.0427 -0.2965 -0.0684
C -2.6312 -0.0385 2.0459
N -2.3251 0.4468 0.6831
C -2.4687 1.9093 0.5985
C -1.3989 2.6808 1.3356
C -1.7006 3.9123 1.9019
C -0.6887 4.6456 2.4959
C 0.5899 4.1155 2.5280
C 0.7963 2.8712 1.9576
N -0.1669 2.1684 1.3612
C -3.2132 -0.1609 -0.3208
C -3.0594 -1.6600 -0.3893
C -4.1673 -2.4871 -0.4683
C -3.9773 -3.8564 -0.5667
C -2.6863 -4.3505 -0.5725
C -1.6367 -3.4520 -0.4762
N -1.8055 -2.1317 -0.3926
C -1.4458 -0.4755 2.8924
C -1.6709 -0.8459 4.2121
C -0.5915 -1.1789 5.0072
C 0.6826 -1.1338 4.4625
C 0.8112 -0.7919 3.1337
N -0.2279 -0.4657 2.3561
H -3.3268 -0.8793 1.9836
H -3.1628 0.7455 2.5960
H -3.4584 2.2142 0.9650
H -2.3898 2.1826 -0.4558
H -2.7164 4.2860 1.8702
H -0.8972 5.6132 2.9347
H 1.4116 4.6455 2.9898
H 1.7765 2.4066 1.9789
H -2.9365 0.2705 -1.2878
H -4.2667 0.0879 -0.1358
H -5.1605 -2.0579 -0.4508
H -4.8260 -4.5258 -0.6277
H -2.4830 -5.4102 -0.6379
H -0.6131 -3.8054 -0.4680
H -2.6799 -0.8567 4.6064
H -0.7414 -1.4674 6.0401
H 1.5604 -1.3815 5.0428
H 1.7802 -0.7788 2.6518
C -1.4349 3.7016 -4.9469
Si 0.0719 2.6558 -5.2313
C 0.2171 2.3663 -7.0743
C 1.6104 3.5361 -4.6809
C -0.0834 0.9657 -4.4345
C -0.0946 -0.1768 -5.2177
C -0.1709 -1.4494 -4.6495
C -0.2290 -1.5162 -3.2802
N -0.2320 -0.4399 -2.4849
C -0.1614 0.7939 -3.0276
S -0.1497 2.1290 -1.8951
H -1.3778 4.6095 -5.5551
H -1.5278 3.9811 -3.8969
H -2.3352 3.1546 -5.2399
H 0.3046 3.3307 -7.5832
H -0.6606 1.8573 -7.4822
H 1.1017 1.7767 -7.3301
H 1.7684 4.4217 -5.3038
H 2.4810 2.8837 -4.7898
H 1.5357 3.8406 -3.6366
H -0.0345 -0.0883 -6.2963
H -0.1662 -2.3488 -5.2491
H -0.2644 -2.4759 -2.7749
O 0.6196 -3.4917 1.7654
C 1.4018 -3.2247 0.8711
N 1.4523 -2.0492 0.1366
C 2.4385 -2.2058 -0.8353
O 2.7622 -1.3682 -1.6547
C 3.0504 -3.5748 -0.7174
C 4.0492 -4.1916 -1.4406
C 4.3937 -5.4892 -1.0676
C 3.7495 -6.1280 -0.0070
C 2.7414 -5.4852 0.7101
C 2.4172 -4.1995 0.3283
H 4.5412 -3.6832 -2.2602
H 5.1722 -6.0133 -1.6076
H 4.0414 -7.1357 0.2615
H 2.2352 -5.9653 1.5383
I 4.5880 -1.3339 2.1210
C 4.4471 0.2735 0.7743
C 5.6310 0.7641 0.2387
C 5.5398 1.7900 -0.6837
C 4.2892 2.2754 -1.0267
C 3.1771 1.7199 -0.4235
N 3.2437 0.7219 0.4741
H 6.5822 0.3440 0.5301
H 6.4368 2.1984 -1.1323
H 4.1659 3.0617 -1.7586
H 2.1865 2.0686 -0.7003
*
```

Calculated values
**Frontier orbital gap**: 7.39 eV
**HOMO energy**: -6.927 eV
**ΔE to the lowest compared entry with this formula, charge and spin**: 30.0 kJ/mol
**E**: -100844.813 eV

These are the Mulliken partial charges, in e, on atoms 1 to 6: atom 1 (Ca): 2.32, atom 2 (C): -1.68, atom 3 (N): 0.98, atom 4 (C): -1.80, atom 5 (C): 0.79, atom 6 (C): -1.00